Version A
Below is the molecule C19H24N2O3, with properties calculated with ωB97M-V/def2-TZVPD.

XYZ file:
```
48
C19H24N2O3 | OMol25 | ωB97M-V/def2-TZVPD
C 2.402 -1.418 -2.169
H -0.455 3.053 3.055
H -2.926 2.847 2.919
H 0.901 -3.937 -0.461
O -2.923 2.924 -0.586
C 1.763 0.666 2.581
C 2.928 -3.920 -1.107
H -4.086 0.846 -1.638
C -0.007 1.976 1.236
H -2.559 0.986 -3.586
H 1.743 -0.911 1.106
H -0.974 1.358 3.065
C -1.412 0.148 -2.000
H 3.130 -4.899 -0.700
C -0.891 2.255 2.451
C 3.658 -1.976 -2.307
H 1.281 0.882 3.537
N -0.752 -1.862 -0.360
N -0.229 -0.498 -2.156
C 1.395 -2.104 -1.487
O -2.920 1.660 1.270
H 2.018 1.594 0.663
C -3.554 0.598 -0.720
H 1.649 -1.479 2.775
C 1.470 1.791 1.588
C 3.925 -3.226 -1.772
H -0.090 2.811 0.536
H 2.841 0.644 2.758
H -4.173 0.008 -0.044
H 0.233 -0.756 2.019
H 4.431 -1.435 -2.831
C -3.117 1.875 -0.025
H 1.851 2.727 2.004
C -1.981 -1.255 -0.091
H -0.374 1.086 0.721
C -1.675 1.227 -2.997
C 1.316 -0.705 2.087
H -2.264 3.604 1.439
H -0.819 1.319 -3.658
C -2.297 2.688 2.039
H -1.857 2.175 -2.496
H 4.907 -3.662 -1.878
H 2.172 -0.447 -2.577
H -0.483 -2.604 0.276
O -2.664 -1.661 0.828
C -2.291 -0.170 -0.998
C 0.087 -1.458 -1.346
C 1.669 -3.366 -0.962
```

* E_HOMO: -8.593 eV
* SMILES: CCCCCCOC(=O)Cc1c(C)nc(-c2ccccc2)[nH]c1=O
* LUMO: -0.002 Ha
* charge: 0


Version B
Below is the molecule C19H24N2O3, with properties calculated with ωB97M-V/def2-TZVPD.

XYZ file:
```
48
C19H24N2O3 | OMol25 | ωB97M-V/def2-TZVPD
C -3.394 -1.298 -1.660
C -4.215 0.839 -0.070
C -2.488 -0.284 -1.351
H 7.026 1.001 0.748
C -0.314 -1.495 -1.112
H 0.028 0.778 -0.784
H -0.863 -2.445 -1.206
H -6.471 0.528 0.723
C 4.663 1.532 -1.603
H -0.503 -2.182 2.739
H -4.309 3.897 1.246
O -5.765 1.944 1.350
H -1.040 -1.047 0.724
C 0.466 -1.732 2.530
H 0.671 -1.620 -1.567
C 5.915 1.504 -1.012
C 6.052 1.025 0.280
H -5.378 -2.059 -1.378
H 5.055 0.202 1.982
C -1.059 -0.367 -1.852
H 0.429 -0.685 2.818
H 6.780 1.856 -1.554
O -6.348 -0.262 0.138
H 2.632 0.162 2.197
H 1.215 -2.237 3.133
N -0.134 -1.067 0.264
H 0.735 -2.932 0.771
N -3.949 3.101 0.746
C 4.942 0.575 0.974
H -3.084 -2.115 -2.295
C 2.483 0.071 1.120
H 2.581 1.108 -1.375
H 2.942 -2.038 1.286
C 0.805 -1.863 1.048
H -1.072 -0.576 -2.928
C -5.103 -0.221 -0.342
H -3.151 3.223 0.151
H -2.199 1.550 -0.343
C -2.912 0.772 -0.569
H 4.550 1.907 -2.610
C -4.674 -1.272 -1.159
C 2.239 -1.398 0.750
C 3.683 0.600 0.390
C 3.556 1.082 -0.908
H 1.599 0.648 0.842
H 2.434 -1.524 -0.317
C -4.706 1.983 0.726
O -0.347 0.832 -1.678
```

* E_HOMO: -8.547 eV
* SMILES: C[C@H](CCc1ccccc1)NC[C@H](O)c1ccc(O)c(C(N)=O)c1
* LUMO: 0.020 Ha
* charge: 0


Energies relative to the minimum, hartree: version A 0.0000; version B 0.0125


Version A
Below is the molecule CH4NOP, with properties calculated with ωB97M-V/def2-TZVPD.

XYZ file:
```
8
CH4NOP | OMol25 | ωB97M-V/def2-TZVPD
H -1.052 0.908 0.809
H -1.879 -0.417 -0.206
P 1.846 0.225 0.488
N 0.151 -0.517 -0.261
H 0.007 -1.180 0.488
H -1.008 1.103 -0.935
O 2.924 -0.452 -0.265
C -0.989 0.330 -0.118
```

* E_HOMO: -9.230 eV
* SMILES: CNP=O
* LUMO: -0.037 Ha
* charge: 0


Version B
Below is a structure of composition CH4NOP, with properties calculated with ωB97M-V/def2-TZVPD.

XYZ file:
```
8
CH4NOP | OMol25 | ωB97M-V/def2-TZVPD
P 0.754 -1.099 -0.029
C -1.699 0.366 0.067
H 1.254 1.776 0.571
H 1.810 1.374 1.035
N -0.591 0.015 -0.219
O -2.739 0.762 0.384
H 1.203 -0.905 -1.452
H 0.007 -2.287 -0.356
```

* E_HOMO: -9.784 eV
* LUMO: 0.024 Ha
* charge: 0


Energies relative to the minimum, hartree: version A 0.0000; version B 0.0154


Version A
Below is the ion C4H10NOS with charge -1, with properties calculated with ωB97M-V/def2-TZVPD.

XYZ file:
```
17
C4H10NOS | OMol25 | ωB97M-V/def2-TZVPD
H -0.320 -1.956 0.614
H -0.937 0.727 -1.441
H -1.283 -0.960 -0.485
N -0.339 1.180 0.497
H 2.236 -0.955 1.546
H -0.523 2.416 -1.261
H -0.322 -2.365 -2.384
C -1.181 1.607 -0.802
H 1.986 0.693 1.662
H -1.121 0.910 1.109
C 1.421 -0.233 1.469
C 0.503 0.039 0.217
C -0.237 -1.254 -0.224
H 1.142 0.387 -0.653
H 0.666 -0.167 2.267
S 0.696 -2.087 -1.602
O -2.387 2.018 -0.531
```

* E_HOMO: -2.757 eV
* SMILES: C[C@@H](CS)NC[O-]
* LUMO: 0.113 Ha
* charge: -1


Version B
Below is the ion C4H10NOS with charge -1, with properties calculated with ωB97M-V/def2-TZVPD.

XYZ file:
```
17
C4H10NOS | OMol25 | ωB97M-V/def2-TZVPD
S 0.821 -0.887 -2.528
H -1.132 0.163 -2.608
O 0.913 0.471 2.958
C 0.151 -0.123 0.617
H -1.454 -1.099 -1.440
H 0.406 -0.816 -3.832
H -0.647 -0.263 2.406
C -0.575 0.675 -0.550
H -0.389 -1.806 1.661
H 0.806 1.866 1.452
H 2.234 0.705 1.381
C -0.742 -0.310 -1.750
H 0.855 -0.981 0.195
H 0.116 1.459 -0.962
H -1.563 0.993 -0.148
C 1.060 0.807 1.662
N -0.858 -0.855 1.487
```

* E_HOMO: -2.773 eV
* SMILES: N[C@H](C[O-])CCS
* LUMO: 0.110 Ha
* charge: -1


Version C
Below is a cluster of 2 separate species, C4H10NOS in total, with properties calculated with ωB97M-V/def2-TZVPD.

XYZ file:
```
17
C4H10NOS | OMol25 | ωB97M-V/def2-TZVPD
H 0.710 -0.439 -4.214
N -1.523 -1.441 0.684
H 0.245 1.137 -1.017
C -0.250 -0.031 2.350
O 0.321 0.959 -1.993
H -0.441 0.549 3.259
H 1.624 -0.446 -1.262
H -0.727 -2.070 0.716
C 1.089 -0.127 -2.149
H 0.435 -0.836 2.625
H -1.974 -1.268 2.717
S 0.449 1.107 1.114
C -1.579 -0.641 1.910
H 1.862 -1.623 -3.383
C 1.220 -0.757 -3.315
H -2.292 0.160 1.732
H -1.357 -0.793 -0.077
```

* E_HOMO: -3.148 eV
* LUMO: 0.149 Ha
* charge: -1


Energies relative to the minimum, hartree: version A 0.0625; version B 0.0726; version C 0.0000